1.
Computed, not measured: a molecular structure, C4H16BrNNbO, with wB97M-V/def2-TZVPD.

XYZ file:
```
24
Properties=species:S:1:pos:R:3:mulliken_charge:R:1
Br -1.61873 0.13419 -6.32997 -0.3954
Nb -0.44012 -0.36497 -4.02776 -0.8417
H 0.58751 -1.71284 -4.72844 0.0055
H -1.75583 -1.57103 -3.64032 0.0131
H -1.40621 0.87345 -3.10890 0.0016
H 0.90962 0.81612 -4.34637 -0.0053
H 0.38404 -0.74955 -2.46977 0.2256
C 0.76444 -1.21012 0.96782 -1.4214
C 1.04727 0.28787 0.94405 0.2480
C 0.79466 0.98262 2.29479 -0.6507
O -0.57059 1.21255 2.59783 -0.3702
C -1.24687 0.10809 3.16516 -0.6444
N 0.28807 0.88748 -0.15238 -0.4519
H -0.30306 -1.42800 0.95812 0.2826
H 1.19155 -1.68448 0.08496 0.3532
H 1.20502 -1.68111 1.85178 0.3749
H 2.11130 0.41381 0.71931 0.2946
H 1.25136 1.97529 2.25488 0.3327
H 1.27962 0.44145 3.11922 0.3960
H -0.59139 -0.47667 3.81723 0.2946
H -1.66829 -0.53403 2.38887 0.2312
H -2.07294 0.49749 3.76200 0.2526
H 0.54822 1.86532 -0.24579 0.2279
H -0.68865 0.91708 0.12365 0.2469
```

Summary:
- DFT total energy (eV) = -79533.44735
- max |F| (eV/A) = 3.2
- highest occupied orbital energy (hartree) = -0.1743
- 2S+1 = 1
- total charge = -1


2.
Computed, not measured: a molecular structure, C4H16Cl2CrO4, with wB97M-V/def2-TZVPD.

XYZ file:
```
27
Properties=species:S:1:pos:R:3:mulliken_spin:R:1
Cr 0.14777 0.16397 0.26966 3.9766
Cl -1.34767 -1.73139 -0.28131 -0.0038
Cl 1.42907 2.20248 0.84616 -0.0076
C 0.29254 -0.30246 -2.94946 0.0041
O 0.43975 0.65340 -1.90312 -0.0071
H 0.16061 -1.29411 -2.51934 -0.0015
H -0.64464 -0.13449 -3.48440 -0.0007
H 1.17867 -0.32349 -3.58142 0.0012
H 0.70068 1.51041 -2.25068 0.0028
C -2.09992 2.14095 -0.89659 0.0027
O -1.70492 1.51951 0.34151 0.0044
H -1.58918 3.10465 -1.00565 0.0012
H -1.93200 1.52171 -1.76681 0.0023
H -3.16841 2.37855 -0.83147 0.0022
H -2.16015 2.03211 1.01216 0.0037
C 2.18939 -2.27437 -0.04180 0.0055
O 2.07162 -0.83234 0.03959 -0.0062
H 1.94686 -2.68190 0.94398 0.0014
H 1.50689 -2.61703 -0.81665 0.0004
H 3.19051 -2.63612 -0.28353 0.0030
H 2.95558 -0.44868 0.02917 0.0053
C -0.80913 -0.10019 3.37403 0.0065
O -0.00168 -0.50013 2.27117 -0.0025
H -1.73716 -0.67597 3.44975 0.0018
H -0.26769 -0.24003 4.31202 0.0020
H -1.08139 0.94407 3.24825 -0.0007
H 0.33399 -1.37908 2.47479 0.0031
```

Summary:
- DFT total energy (eV) = -66065.26458
- max |F| (eV/A) = 1.6
- highest occupied orbital energy (alpha / beta) (hartree) = -0.2724 / -0.3322
- 2S+1 = 5
- relative energy (zero: lowest compared OMol25 entry of this formula, charge and spin) (kcal/mol) = 8.1


3.
Computed, not measured: a molecular structure, C4H16F12NaO20S4, with wB97M-V/def2-TZVPD.

XYZ file:
```
57
Properties=species:S:1:pos:R:3:mulliken_charge:R:1
Na 5.03010 -3.01094 1.33768 0.9777
C -3.37690 0.71141 6.25345 0.6087
F -2.84683 0.42717 5.06334 -0.2082
F -4.52657 0.10456 6.34744 -0.2268
F -2.59886 0.36013 7.21157 -0.2284
S -3.67896 2.59764 6.45915 1.0589
O -2.36644 3.20721 6.70319 -0.6771
O -4.31711 3.05043 5.19671 -0.6282
O -4.61604 2.71694 7.57777 -0.6924
C -4.89555 0.77112 0.22220 0.5797
F -4.08536 1.35974 1.13087 -0.1987
F -4.52309 1.06483 -1.05021 -0.2253
F -5.03673 -0.55379 0.37411 -0.2129
S -6.65237 1.47672 0.48038 1.1037
O -7.33791 1.07718 -0.76825 -0.7041
O -7.19683 0.89298 1.71159 -0.6658
O -6.55675 2.92920 0.65212 -0.6793
C 0.80970 -0.28889 0.08013 0.5816
F 0.11249 0.76247 -0.34416 -0.2070
F 2.08120 0.05334 0.27111 -0.2470
F 0.33186 -0.76139 1.13300 -0.1817
S 0.92159 -1.62490 -1.30050 1.0338
O 2.07357 -2.44795 -0.79466 -0.7289
O -0.38493 -2.32893 -1.40227 -0.5846
O 1.27985 -0.89329 -2.55902 -0.6384
C 5.85596 4.73812 0.30037 0.5828
F 5.70010 3.41954 0.51176 -0.2275
F 4.63501 5.16351 0.10572 -0.2068
F 6.39938 5.27575 1.41468 -0.2326
S 6.84875 5.12068 -1.26196 1.0794
O 7.03472 6.57435 -1.31676 -0.6704
O 8.13103 4.43174 -1.15836 -0.6927
O 6.09549 4.54155 -2.40113 -0.6307
O 2.68877 2.81032 -3.83423 -0.6499
H 2.40108 1.99871 -3.41620 0.3136
H 3.45365 3.08320 -3.32755 0.3345
O 0.81451 2.26976 4.48857 -0.6604
H 0.27373 2.93279 4.91771 0.3431
H 0.74765 2.47268 3.55552 0.3147
O 4.77064 -0.58366 -4.68461 -0.6211
H 4.96050 -1.52067 -4.63771 0.2891
H 3.82248 -0.52475 -4.56736 0.3296
O 2.36419 -6.17383 -2.15605 -0.6325
H 2.25061 -6.79128 -1.43350 0.2969
H 2.40247 -5.31538 -1.73437 0.3303
O -2.38284 -4.27177 2.86737 -0.6487
H -3.04195 -4.01533 3.51238 0.3233
H -2.39031 -3.56452 2.22241 0.3265
O 0.65867 -1.47416 -6.91715 -0.6310
H 0.95005 -1.43686 -6.00615 0.3278
H 0.97647 -2.31876 -7.23637 0.3023
O -3.60652 -4.99334 -1.08407 -0.6277
H -2.83623 -4.42545 -1.10376 0.3351
H -3.61540 -5.41559 -1.94305 0.2981
O -1.23266 -4.92456 -4.62001 -0.6550
H -1.55125 -4.28346 -5.25540 0.3166
H -1.22187 -4.45235 -3.78745 0.3340
```

Summary:
- DFT total energy (eV) = -125725.61889
- max |F| (eV/A) = 4.9
- highest occupied orbital energy (hartree) = -0.0656
- 2S+1 = 1
- total charge = -3


4.
Computed, not measured: a molecular structure, C4H16FN8O4Zn, with wB97M-V/def2-TZVPD.

XYZ file:
```
34
Properties=species:S:1:pos:R:3:mulliken_charge:R:1
Zn -1.91123 0.71325 0.96612 1.0725
F -0.33717 0.84509 -0.14686 -0.5445
C 0.39672 1.54507 2.84014 0.6722
O -0.79643 1.40519 2.48594 -0.6064
N 1.41738 1.01941 2.13821 -0.3017
N 0.71843 2.15270 3.98618 -0.3807
H 2.35370 1.27546 2.39358 0.2383
H 1.14003 1.01911 1.15422 0.2254
H 0.08123 2.53967 4.66301 0.2400
H 1.64577 2.13838 4.37466 0.1777
C 1.95422 -1.77537 -1.43036 0.5337
O 2.84575 -2.59779 -1.65554 -0.6653
N 1.63679 -1.54588 -0.11079 -0.5153
N 1.22662 -1.07128 -2.31115 -0.2193
H 2.20177 -2.06676 0.53563 0.2576
H 1.07183 -0.73798 0.09141 0.2187
H 1.25215 -1.12005 -3.31103 0.1857
H 0.63128 -0.37764 -1.89329 0.0503
C -1.64596 -2.45629 1.63499 0.5911
O -1.68220 -1.21203 1.40814 -0.5633
N -2.69866 -3.08781 2.17556 -0.4419
N -0.63665 -3.20571 1.19295 -0.2208
H -3.46732 -2.50365 2.45640 0.2432
H -2.51402 -3.92633 2.70275 0.2297
H -0.78891 -4.18956 1.33727 0.1991
H 0.16561 -2.86317 0.68806 0.2447
C -1.01685 2.32315 -3.44423 0.6226
O -2.04982 1.66204 -3.29226 -0.6435
N 0.04447 2.16807 -2.61509 -0.2912
N -0.73587 3.03211 -4.56926 -0.3951
H 0.00075 1.52657 -1.83800 0.2072
H 0.78573 2.84478 -2.62249 0.1750
H -1.43635 3.04537 -5.28941 0.2359
H 0.14719 3.48188 -4.69548 0.1686
```

Summary:
- DFT total energy (eV) = -75652.55329
- max |F| (eV/A) = 3.0
- highest occupied orbital energy (hartree) = -0.4403
- 2S+1 = 1
- relative energy (zero: lowest compared OMol25 entry of this formula, charge and spin) (kcal/mol) = 23.4
- total charge = +1


5.
Computed, not measured: 2 unconnected molecules or ions with the total composition C4H16N2O, with wB97M-V/def2-TZVPD.

XYZ file:
```
23
Properties=species:S:1:pos:R:3:mulliken_spin:R:1
C -0.47667 0.25647 -2.35153 0.0008
C -1.11287 -0.17368 -1.03481 0.0013
C -0.17924 -1.13153 -0.27536 0.0018
C 0.59148 -0.59425 0.98797 0.0044
N 1.46468 0.60896 0.80432 0.0021
N -2.39946 -0.89527 -1.41693 0.0003
H 0.52287 0.66375 -2.20760 0.0002
H -0.42779 -0.35775 -3.24960 0.0000
H -0.94566 1.20240 -2.66263 0.0000
H -1.42330 0.67797 -0.43749 -0.0006
H 0.70113 -1.28559 -0.92561 0.0035
H -0.64873 -2.05038 0.05933 -0.0009
H -0.22545 -0.25374 1.65714 0.0018
H 1.05651 -1.39996 1.55492 0.0007
H 2.26697 0.53570 0.17579 0.0006
H 0.88586 1.35738 0.42597 0.0004
H 1.79944 0.90050 1.74881 -0.0001
H -3.06752 -0.27375 -1.88790 0.0000
H -2.90571 -1.24842 -0.60205 0.0000
H -2.22631 -1.70911 -2.02214 0.0001
H 2.66826 2.40687 3.68581 -0.0193
H 1.99006 1.17553 4.44266 -0.0189
O 2.09145 1.58789 3.53094 1.0221
```

Summary:
- DFT total energy (eV) = -9399.80568
- max |F| (eV/A) = 3.2
- highest occupied orbital energy (alpha / beta) (hartree) = -0.8382 / -0.8380
- 2S+1 = 2
- relative energy (zero: lowest compared OMol25 entry of this formula, charge and spin) (kcal/mol) = 0.0
- total charge = +3


6.
Computed, not measured: 3 unconnected molecules or ions with the total composition C4H16N2O2, with wB97M-V/def2-TZVPD.

XYZ file:
```
24
Properties=species:S:1:pos:R:3:mulliken_charge:R:1
N 0.71901 -0.75610 2.27977 -0.7483
C -1.09830 1.29884 -0.18945 -1.1323
C 0.22596 0.86235 0.35256 -0.2392
C 0.20283 -0.63349 0.88531 0.7072
C 1.00612 -1.50764 -0.04833 -1.0942
N 0.41582 -2.05302 -1.28888 -0.6504
H 1.73055 -0.62741 2.33308 0.2756
H 0.27658 0.05414 2.91094 0.2955
H -1.50341 0.57084 -1.01416 0.1214
H -1.81873 1.35886 0.61356 0.3534
H -0.98724 2.25398 -0.75651 0.3332
H 0.43305 1.54054 1.23782 0.2379
H 0.92692 1.14185 -0.42897 0.1398
H -0.75758 -1.12993 0.70455 0.1184
H 1.89586 -0.88778 -0.31269 0.4355
H 1.39050 -2.46138 0.46777 0.3259
H -0.48256 -2.37319 -1.00307 0.2559
H 0.22866 -1.39346 -1.88277 0.2721
H -3.10268 -1.71289 -1.62162 0.2851
H -3.01713 -1.52120 -0.17570 0.2759
O -2.62026 -1.94310 -0.86573 -0.5743
H 2.47104 2.66650 -0.80048 0.3293
H 1.52722 3.83534 -0.26601 0.3383
O 1.93772 3.41738 -1.13101 -0.6616
```

Summary:
- DFT total energy (eV) = -11480.95068
- max |F| (eV/A) = 6.7
- highest occupied orbital energy (hartree) = -0.3376
- 2S+1 = 1
- relative energy (zero: lowest compared OMol25 entry of this formula, charge and spin) (kcal/mol) = 46.6
- SMILES string = CC[C@H](N)CN.O.O